DFT (wB97M-V/def2-TZVPD) results for a structure of composition C49H50AsF6Ge2IrN2O3S5.

net charge: -1
M: 1401.6 Da
gap between HOMO and LUMO (spin up / spin down): 8.140 / 5.622 eV
LUMO (spin up / spin down): 2.0 / -0.8 eV
<S²>: 8.785
multiplicity: 6

Last column: Löwdin spin population.
Element x y z (Å)
Ir 1.650 2.003 -1.805  2.706
C -3.600 5.286 0.290  0.000
C -2.824 4.362 1.172  0.000
C -1.494 4.615 1.535  0.001
C -0.802 3.827 2.412  0.002
C 0.531 4.364 2.905  0.007
C -1.416 2.685 2.945  0.001
C -2.759 2.392 2.584  0.000
C -3.345 1.089 3.034  0.000
C -3.451 3.293 1.773  0.000
C -0.604 1.752 3.805  0.002
C -0.784 1.870 5.195  0.000
C -0.004 1.142 6.069  0.000
C 0.896 0.220 5.511  0.000
C 1.162 0.177 4.132  0.001
C 0.350 0.914 3.246  0.011
Ge 0.521 0.746 1.292  0.055
S 2.165 2.075 0.463  0.556
S 1.102 -1.284 0.666  0.033
Ge -0.348 -0.776 -1.061  0.059
S 1.068 -0.098 -2.698  0.575
S -1.361 0.972 0.038  0.024
C -1.560 -2.165 -1.657  0.011
C -1.290 -3.504 -1.366  0.002
C -2.214 -4.452 -1.820  0.000
C -3.341 -4.033 -2.558  0.001
C -3.548 -2.720 -2.912  0.000
C -2.650 -1.777 -2.453  0.002
C -2.767 -0.389 -2.978  0.003
C -3.501 0.543 -2.219  0.000
C -4.329 0.080 -1.036  0.000
C -3.495 1.852 -2.613  0.001
C -2.759 2.285 -3.705  0.000
C -2.667 3.770 -4.012  0.000
C -2.161 1.324 -4.546  0.003
C -2.166 -0.032 -4.183  0.008
C -1.432 -1.034 -5.017  0.008
C -0.141 -4.025 -0.576  0.001
C -0.332 -4.455 0.759  0.001
C -1.592 -4.175 1.497  0.000
C 0.742 -5.004 1.434  0.000
C 2.027 -5.057 0.881  0.000
C 3.193 -5.755 1.489  0.000
C 2.205 -4.583 -0.429  0.000
C 1.139 -4.064 -1.165  0.001
C 1.405 -3.683 -2.602  0.007
C 2.379 -0.545 3.671  0.002
C 2.417 -1.927 3.774  0.001
C 1.292 -2.729 4.360  0.000
C 3.571 -2.568 3.352  0.001
C 4.612 -1.895 2.725  0.000
C 5.800 -2.564 2.121  0.000
C 4.554 -0.518 2.667  0.002
C 3.454 0.172 3.165  0.005
C 3.546 1.636 3.286  0.014
H -3.047 6.180 0.120  0.000
H -4.549 5.534 0.688  0.000
H -3.773 4.815 -0.665  0.000
H -1.003 5.498 1.125  0.000
H 0.456 4.929 3.838  0.000
H 0.988 5.044 2.185  0.001
H 1.250 3.549 3.105  0.003
H -4.322 1.348 3.428  0.000
H -2.781 0.690 3.845  0.000
H -3.520 0.397 2.189  0.000
H -4.487 3.128 1.517  0.000
H -1.506 2.574 5.540  0.000
H 0.014 1.331 7.129  0.000
H 1.583 -0.366 6.163  0.000
H -2.023 -5.507 -1.709  0.000
H -3.954 -4.879 -2.924  0.000
H -4.295 -2.446 -3.620  0.000
H -3.814 -0.558 -0.303  0.000
H -5.229 -0.433 -1.338  0.000
H -4.694 0.949 -0.478  0.000
H -3.971 2.603 -1.995  0.000
H -3.582 4.164 -4.492  0.000
H -1.826 3.977 -4.635  0.000
H -2.578 4.388 -3.108  0.000
H -1.693 1.655 -5.458  0.000
H -0.436 -0.619 -5.137  0.005
H -1.907 -1.054 -6.017  0.000
H -1.251 -2.022 -4.578  0.000
H -1.583 -4.518 2.524  0.000
H -2.505 -4.527 0.975  0.000
H -1.643 -3.134 1.539  0.000
H 0.561 -5.463 2.413  0.000
H 3.129 -5.874 2.598  0.000
H 4.116 -5.222 1.225  0.000
H 3.297 -6.790 1.181  0.000
H 3.153 -4.714 -0.953  0.000
H 2.451 -3.603 -2.842  0.000
H 0.949 -2.798 -3.030  0.006
H 1.044 -4.476 -3.257  0.000
H 0.323 -2.259 4.186  0.000
H 1.461 -2.874 5.403  0.000
H 1.262 -3.658 3.814  0.000
H 3.635 -3.641 3.553  0.000
H 6.289 -3.358 2.711  0.000
H 6.504 -1.806 1.728  0.000
H 5.572 -3.120 1.203  0.000
H 5.423 0.006 2.270  0.000
H 4.617 1.979 3.134  0.000
H 3.271 1.994 4.311  0.001
H 2.899 2.238 2.681  0.009
S 4.913 4.761 -3.456  0.258
C 4.066 3.567 -2.997  0.113
N 3.258 2.766 -2.574  0.235
F 0.968 2.702 -5.365  0.003
As 1.676 1.759 -6.718  0.000
F 2.050 0.517 -5.587  0.002
F 3.214 2.507 -6.359  0.000
F 2.343 0.809 -7.965  0.000
F 1.388 2.967 -7.895  0.000
F 0.075 1.124 -6.877  0.000
O -0.652 5.290 -1.469  0.021
N 0.194 4.462 -1.696  0.005
O 1.380 4.658 -1.741  0.039
O -0.192 3.223 -1.913  0.189